(1)
A single C3H3NO molecule at a distorted geometry, computed with ωB97M-V with the def2-TZVPD basis set.

Properties
* 2S+1: 1
* HOMO-LUMO gap (spin up / spin down): 0.3294 / 0.3295 hartree
* largest force on an atom: 6.09 eV/Å
* relative energy (zero: lowest compared OMol25 entry of this formula, charge and spin): 522.0 kJ/mol
* highest occupied orbital energy (spin up / spin down): -9.440 / -9.442 eV

Structure (XYZ):
```
8
Properties=species:S:1:pos:R:3:forces:R:3:nbo_charge:R:1
C 0.52153 0.11075 -0.83981 -4.0 0.5 -2.7 0.5145
C -0.10116 -0.85151 0.21976 0.5 -0.3 0.1 -0.4445
H -0.99838 -1.41721 -0.03374 0.2 0.3 -0.1 0.2444
H 0.61982 -1.37945 0.83857 0.0 0.2 0.0 0.2432
H -0.54883 1.37331 1.11199 -1.2 0.0 -0.3 0.2913
N 1.10811 1.08834 -0.12334 -2.2 -1.4 2.9 -0.3608
O -0.41147 0.48190 -1.63710 1.4 -1.2 -2.1 -0.5953
C -0.18961 0.59387 0.46366 5.3 2.0 2.2 0.1072
```
Forces are in eV/Å.



(2)
2 unconnected molecules or ions with the total composition C3H3NO at a distorted geometry, computed with ωB97M-V with the def2-TZVPD basis set.

Properties
* SMILES: C=C=O.C#N
* 2S+1: 1
* HOMO-LUMO gap: 0.3330 hartree
* largest force on an atom: 2.51 eV/Å
* relative energy (zero: lowest compared OMol25 entry of this formula, charge and spin): 236.7 kJ/mol
* highest occupied orbital energy: -8.973 eV

Structure (XYZ):
```
8
Properties=species:S:1:pos:R:3:forces:R:3:nbo_charge:R:1
C 0.46555 -0.78492 -0.98575 1.9 0.7 -0.6 0.7216
N -0.72474 1.03774 1.85948 0.1 -0.6 -0.3 -0.3630
O 1.00464 -1.81485 -1.04631 -1.2 0.2 0.1 -0.4349
C 0.16576 0.46746 -0.68602 0.4 -0.3 -2.0 -0.7574
H -0.73208 0.99351 -0.95283 -0.1 -0.2 0.0 0.2832
H -0.65182 -0.99665 1.03265 -0.1 0.2 0.4 0.2062
C -0.58776 0.04967 1.26555 -1.0 0.1 2.3 0.0516
H 1.06045 1.04805 -0.48676 -0.1 0.0 0.1 0.2927
```
Forces are in eV/Å.



(3)
2 unconnected molecules or ions with the total composition C3H3NO at a distorted geometry, computed with ωB97M-V with the def2-TZVPD basis set.

Properties
* 2S+1: 1
* HOMO-LUMO gap: 0.3787 hartree
* largest force on an atom: 1.41 eV/Å
* relative energy (zero: lowest compared OMol25 entry of this formula, charge and spin): 108.5 kJ/mol
* highest occupied orbital energy: -9.342 eV

Structure (XYZ):
```
8
Properties=species:S:1:pos:R:3:forces:R:3:nbo_charge:R:1
C 1.01637 -0.03532 -0.06322 0.0 0.3 0.0 0.4199
H 0.59208 1.74131 -0.04419 0.2 0.2 0.0 0.3821
O -2.72225 0.83342 0.18007 1.1 0.3 -0.1 -0.4878
N 1.41019 1.12643 -0.07912 -0.2 -0.7 0.0 -0.6322
C -1.63748 1.15333 0.11147 -1.4 -0.2 0.1 0.4909
H 0.34262 -1.77531 -0.97068 0.1 0.0 0.1 0.2455
H 0.42355 -1.77423 0.90657 0.1 0.1 -0.1 0.2457
C 0.57493 -1.26963 -0.04090 0.1 0.1 0.0 -0.6639
```
Forces are in eV/Å.



(4)
2 unconnected molecules or ions with the total composition C3H3NO at a distorted geometry, computed with ωB97M-V with the def2-TZVPD basis set.

Properties
* SMILES: C=C=O.C#N
* 2S+1: 1
* HOMO-LUMO gap: 0.3425 hartree
* largest force on an atom: 2.32 eV/Å
* relative energy (zero: lowest compared OMol25 entry of this formula, charge and spin): 222.0 kJ/mol
* highest occupied orbital energy: -9.086 eV

Structure (XYZ):
```
8
Properties=species:S:1:pos:R:3:forces:R:3:nbo_charge:R:1
H 0.11336 -1.16984 -1.04520 -0.1 0.2 -0.1 0.2771
C -1.31831 -0.02964 0.06448 -0.7 -0.9 1.4 0.7164
C -0.29311 -0.83844 -0.10623 -1.5 -1.0 -0.3 -0.7600
H -0.03209 -1.37117 0.80000 0.1 0.0 0.0 0.2933
N 2.12017 0.50486 0.45975 -0.6 0.2 -0.3 -0.3553
C 1.13932 0.81931 -0.07138 1.8 1.4 0.2 0.0546
H 0.39799 1.39438 -0.59392 0.5 0.1 0.1 0.2112
O -2.12733 0.69055 0.49250 0.5 0.0 -1.0 -0.4373
```
Forces are in eV/Å.



(5)
A single C3H3NO molecule at a distorted geometry, computed with ωB97M-V with the def2-TZVPD basis set.

Properties
* 2S+1: 1
* HOMO-LUMO gap: 0.3291 hartree
* largest force on an atom: 1.07 eV/Å
* relative energy (zero: lowest compared OMol25 entry of this formula, charge and spin): 309.8 kJ/mol
* highest occupied orbital energy: -9.809 eV

Structure (XYZ):
```
8
Properties=species:S:1:pos:R:3:forces:R:3:nbo_charge:R:1
N 3.11977 -0.07854 0.38809 -0.7 0.2 -0.8 -0.2457
H -1.87212 0.88616 0.51073 -0.1 -0.1 -0.2 0.2036
C 0.79684 -0.33440 -0.68390 0.1 0.2 0.3 0.2318
C -1.30193 0.05334 0.10613 -0.4 0.0 0.1 -0.2566
O 0.01089 0.56970 -0.17808 0.4 -0.4 0.1 -0.4455
C 2.14264 0.00687 -0.23506 0.9 -0.2 0.4 0.1030
H -1.75273 -0.39646 -0.77761 0.1 0.2 0.0 0.2084
H -1.14336 -0.70667 0.86971 -0.3 0.1 0.0 0.2010
```
Forces are in eV/Å.



(6)
A single C3H3NO2 molecule at a distorted geometry, computed with ωB97M-V with the def2-TZVPD basis set.

Properties
* SMILES: Oc1cocn1
* 2S+1: 1
* HOMO-LUMO gap: 0.3693 hartree
* largest force on an atom: 2.73 eV/Å
* relative energy (zero: lowest compared OMol25 entry of this formula, charge and spin): 239.7 kJ/mol
* highest occupied orbital energy: -9.179 eV

Structure (XYZ):
```
9
Properties=species:S:1:pos:R:3:forces:R:3:nbo_charge:R:1
H -0.10674 1.91693 -0.74956 2.1 1.7 -0.5 0.2354
C 0.19103 1.24235 0.01574 -2.0 -1.0 -0.2 -0.1502
H -2.25095 -0.88483 0.16868 -0.1 0.0 0.3 0.1902
C -1.29737 -0.38135 0.18969 0.1 -0.6 0.4 0.4008
N -0.14956 -0.98413 0.18586 -0.2 -0.4 0.1 -0.5497
H 2.01743 -1.39675 0.03178 0.1 0.6 0.0 0.5016
C 0.79308 -0.00638 0.02660 -0.6 0.0 0.0 0.4274
O 2.06961 -0.42152 -0.02756 -0.3 0.3 -0.1 -0.6385
O -1.26652 0.91567 0.15876 1.0 -0.5 0.1 -0.4170
```
Forces are in eV/Å.



(7)
A molecular structure, C3H3NO2 at a distorted geometry, computed with ωB97M-V with the def2-TZVPD basis set.

Properties
* 2S+1: 1
* HOMO-LUMO gap: 0.3167 hartree
* largest force on an atom: 6.94 eV/Å
* relative energy (zero: lowest compared OMol25 entry of this formula, charge and spin): 369.8 kJ/mol
* highest occupied orbital energy: -9.845 eV

Structure (XYZ):
```
9
Properties=species:S:1:pos:R:3:forces:R:3:nbo_charge:R:1
O 1.48747 0.70000 1.12682 2.5 1.4 -0.7 -0.6159
C -0.88473 -0.86113 -0.08139 3.7 1.0 -0.5 -0.0825
H -1.03170 -1.37164 -1.03753 0.1 -0.1 0.6 0.2623
H -0.78531 -1.41039 0.85607 0.1 -0.1 -0.5 0.2648
O 0.79006 -0.35858 -0.51268 -1.8 -2.6 -4.6 -0.5998
N -2.08902 1.37668 0.29602 0.4 -1.4 -0.5 -0.2003
H 2.42985 1.10578 -0.64232 -0.6 -1.4 -0.4 0.1779
C 1.69573 0.47637 -0.07481 -3.7 0.9 5.8 0.6011
C -1.61236 0.34290 0.06982 -0.7 2.3 0.7 0.1926
```
Forces are in eV/Å.



(8)
A single C3H3NO2 molecule, computed with ωB97M-V with the def2-TZVPD basis set.

Properties
* SMILES: Oc1ccno1
* 2S+1: 1
* HOMO-LUMO gap: 0.3660 hartree
* largest force on an atom: 0.41 eV/Å
* relative energy (zero: lowest compared OMol25 entry of this formula, charge and spin): 204.5 kJ/mol
* highest occupied orbital energy: -9.321 eV

Structure (XYZ):
```
9
Properties=species:S:1:pos:R:3:forces:R:3:nbo_charge:R:1
O -0.60791 -1.93836 0.35068 -0.1 -0.1 -0.4 -0.6418
C 0.28348 0.29456 0.81937 0.1 0.1 0.0 -0.4585
H -0.95899 -2.34669 -0.45967 0.1 0.1 0.3 0.5004
O -0.37848 -0.30121 -1.21013 0.0 -0.3 -0.1 -0.3248
N 0.07974 1.01498 -1.33302 0.0 0.2 0.3 -0.1416
C -0.23207 -0.69706 0.05331 0.0 0.2 0.0 0.6130
H 0.84319 2.34176 0.03672 -0.1 -0.2 0.0 0.2195
C 0.45689 1.34072 -0.12703 0.0 0.1 -0.1 -0.0101
H 0.51414 0.29130 1.86977 0.0 -0.1 -0.1 0.2440
```
Forces are in eV/Å.



(9)
A molecular structure, C3H3NO2 at a distorted geometry, computed with ωB97M-V with the def2-TZVPD basis set.

Properties
* 2S+1: 1
* HOMO-LUMO gap: 0.3094 hartree
* largest force on an atom: 5.38 eV/Å
* relative energy (zero: lowest compared OMol25 entry of this formula, charge and spin): 306.7 kJ/mol
* highest occupied orbital energy: -7.659 eV

Structure (XYZ):
```
9
Properties=species:S:1:pos:R:3:forces:R:3:nbo_charge:R:1
C 0.20495 0.07540 -0.67384 -2.1 -2.5 1.3 0.1291
O 0.70008 0.40760 -1.80564 1.8 1.7 -2.6 -0.6260
N -0.55161 -0.42517 1.08041 -1.6 -0.6 5.1 -0.6823
C 0.26697 0.58053 0.72256 1.8 2.8 1.0 0.6599
C -0.61532 -0.89759 -0.20384 0.7 -0.4 -4.7 -0.0774
O 0.81296 1.49578 1.29426 -0.5 -0.9 -0.4 -0.5387
H 1.25331 1.20026 -1.66927 -0.2 -0.4 -0.3 0.4973
H -0.95475 -0.70875 1.95647 0.1 0.1 -0.2 0.4155
H -1.11660 -1.72805 -0.70111 0.0 0.2 0.7 0.2226
```
Forces are in eV/Å.



(10)
A single C3H3NO2 molecule at a distorted geometry, computed with ωB97M-V with the def2-TZVPD basis set.

Properties
* 2S+1: 1
* HOMO-LUMO gap (spin up / spin down): 0.2940 / 0.2862 hartree
* largest force on an atom: 2.20 eV/Å
* relative energy (zero: lowest compared OMol25 entry of this formula, charge and spin): 789.4 kJ/mol
* highest occupied orbital energy (spin up / spin down): -9.974 / -9.355 eV

Structure (XYZ):
```
9
Properties=species:S:1:pos:R:3:forces:R:3:nbo_charge:R:1
C -0.49772 -0.33143 -0.76524 1.1 -0.9 -0.4 -0.3624
C 0.12991 -0.79840 -1.91923 -0.6 1.0 0.6 0.0240
H 0.86597 1.27396 -0.20907 0.3 0.0 0.5 0.2297
O 0.64093 0.93085 2.25187 0.2 -0.4 0.7 -0.3580
O -0.75953 -0.69856 1.85270 0.6 0.1 0.3 -0.3733
H 0.54582 -0.06433 -2.60005 0.3 0.1 -0.4 0.1391
H -1.13893 -0.97748 -0.22824 -1.1 -0.7 0.2 0.2485
C 0.17798 0.50054 0.08501 -0.2 -0.8 -0.2 -0.0471
N 0.03557 0.16485 1.53225 -0.6 1.5 -1.5 0.4995
```
Forces are in eV/Å.